Entry 1:
{"formula": "C6H7N3S", "method": "the ωB97M-V functional and the def2-TZVPD basis", "species": ["S", "N", "N", "N", "C", "C", "C", "C", "C", "C", "H", "H", "H", "H", "H", "H", "H"], "xyz": [[1.6231, -1.2331, 0.9015], [-0.2845, -0.3338, -0.8740], [-1.2641, 1.4698, 1.5953], [1.6819, 0.9168, -0.5505], [-1.2072, -0.9314, -0.2725], [-1.3954, 2.1759, 0.7046], [-2.4226, -1.1992, -0.9116], [2.9742, -0.2108, 0.9160], [0.8847, -0.0498, -0.3138], [2.8357, 0.8471, 0.0618], [-2.6108, -2.2848, -0.7613], [3.6319, 1.4964, -0.1913], [-1.1506, -1.2127, 0.7767], [-3.2594, -0.5023, -0.4692], [-2.3573, -1.1255, -1.9585], [-1.5433, 2.6315, -0.1549], [3.8637, -0.4541, 1.5018]], "nbo_charge": [0.29, -0.47, -0.32, -0.44, 0.19, 0.11, -0.67, -0.45, 0.28, -0.05, 0.23, 0.21, 0.17, 0.24, 0.23, 0.21, 0.24], "lumo_energy_ha": 0.0101, "orbital_gap_ev": 8.6102, "smiles": "C/C=N/c1nccs1.C#N"}

Entry 2:
{"formula": "C7H12O", "method": "the ωB97M-V functional and the def2-TZVPD basis", "species": ["O", "C", "C", "C", "C", "C", "C", "C", "H", "H", "H", "H", "H", "H", "H", "H", "H", "H", "H", "H"], "xyz": [[1.7334, 0.2656, -1.9067], [2.1820, 0.6800, 0.4653], [-3.8362, 0.2125, -0.3479], [1.0509, -0.3240, 1.0478], [-1.5774, -0.1922, 0.8383], [2.6762, 0.1146, -0.7692], [-0.3385, -0.1503, 0.3787], [-2.6979, -0.4726, -0.1008], [1.1248, -0.1369, 2.1424], [-0.4390, -0.0128, -0.7113], [-4.5965, -0.1654, -1.0796], [3.0241, 0.8415, 1.2756], [-2.0625, -0.1955, 1.8551], [2.8918, -0.9831, -0.7096], [-2.5450, -1.3926, -0.6458], [1.6382, 1.4871, 0.1450], [0.8883, -0.1159, -1.5474], [1.4932, -1.3899, 0.7681], [3.3747, 0.7752, -1.2774], [-3.9847, 1.1547, 0.1792]], "mulliken_spin": [0.02, 0.08, 0.44, -0.08, 0.15, 0.05, 0.40, -0.06, -0.02, 0.09, -0.02, -0.07, 0.06, -0.01, 0.00, -0.03, 0.04, 0.04, 0.01, -0.07], "lumo_energy_ha": [0.1406, 0.1373], "orbital_gap_ev": [3.2523, 7.5655], "charge": -1, "spin_multiplicity": 2}

Entry 3:
{"formula": "C6H13FN3", "method": "the ωB97M-V functional and the def2-TZVPD basis", "species": ["F", "N", "N", "N", "C", "C", "C", "C", "C", "C", "H", "H", "H", "H", "H", "H", "H", "H", "H", "H", "H", "H", "H"], "xyz": [[-5.3242, 0.6602, -0.0003], [-1.8122, -0.0130, 0.1056], [-1.0234, -1.0672, 0.5330], [-4.2560, 0.0272, 0.5153], [-3.1704, 0.4173, -0.0939], [2.0057, 0.1627, 0.5025], [-1.4425, -2.4379, 0.0988], [-0.3930, -0.0862, -0.3102], [0.6640, 0.8407, 0.2362], [0.8930, 2.1265, -0.7162], [1.4534, 1.9995, -1.5674], [1.4156, 2.7977, -0.1379], [-0.7162, -3.2642, -0.0480], [-3.4043, 1.1442, -0.7987], [-0.3175, -0.2910, -1.4204], [-2.2869, -2.8243, 0.6442], [2.7730, 0.9081, 0.4962], [-1.7581, -2.3671, -0.9256], [1.9733, -0.3561, 1.4797], [0.2647, 1.1355, 1.1518], [0.0663, 2.6518, -1.0986], [2.1533, -0.5841, -0.3392], [-0.7340, -1.0574, 1.5724]], "nbo_charge": [-0.20, -0.29, -0.19, -0.03, 0.17, -0.60, -0.46, 0.20, -0.26, -0.60, 0.22, 0.23, 0.27, 0.23, 0.24, 0.26, 0.25, 0.24, 0.22, 0.21, 0.22, 0.21, 0.44], "lumo_energy_ha": -0.1208, "orbital_gap_ev": 10.5281, "smiles": "CC(C)[C@@H]1N(/C=N/F)[N@H+]1C", "charge": 1}

Entry 4:
{"formula": "C25H16F4N6O4Pb", "method": "the ωB97M-V functional and the def2-TZVPD basis", "species": ["Pb", "F", "F", "F", "F", "O", "O", "O", "O", "N", "N", "N", "N", "N", "N", "C", "C", "C", "C", "C", "C", "C", "C", "C", "C", "C", "C", "C", "C", "C", "C", "C", "C", "C", "C", "C", "C", "C", "C", "C", "H", "H", "H", "H", "H", "H", "H", "H", "H", "H", "H", "H", "H", "H", "H", "H"], "xyz": [[1.3781, -0.3600, 2.4220], [-0.1691, -0.0540, -2.8827], [-3.1044, -2.9245, -0.4754], [-1.0457, -4.2693, 0.4279], [1.8764, -1.4165, -2.0216], [-1.1813, -0.5845, 1.1224], [-2.1987, 1.5929, 3.7523], [3.1720, 2.8125, 4.5513], [-0.1754, 1.0709, 2.9839], [1.0514, 0.7531, 0.2623], [2.8675, 1.2353, 2.7984], [-5.3061, -1.2118, -1.6856], [-2.6695, 1.4310, -3.6279], [4.0753, -2.9971, -0.7128], [1.5194, -5.5304, 1.4635], [-0.3890, -1.0815, -2.0711], [-0.7205, 2.6303, -0.8455], [3.9329, 0.6261, -0.1992], [0.6626, -1.7760, -1.6230], [-3.3420, 0.4638, 1.4255], [-2.4895, -1.3380, 2.9482], [1.5757, 1.5541, -0.5776], [-0.8385, -3.2570, -0.3991], [-1.4744, 0.9393, 3.0343], [2.5752, 3.2132, -2.5778], [-2.1162, -0.1240, 2.1104], [-4.1906, -1.0293, -1.8878], [-1.8904, -2.5731, -0.8629], [-2.7004, 0.4807, -2.9837], [3.0050, 2.0400, 3.6813], [1.2162, 3.3124, -2.2641], [1.6069, -3.5627, -0.2050], [2.9658, -3.2181, -0.5141], [3.4611, 2.3575, -1.9244], [0.5319, -2.9064, -0.7208], [0.6963, 2.5202, -1.2770], [-2.8244, -0.7021, -2.1784], [-1.7598, -1.4152, -1.7285], [3.0144, 1.5344, -0.9196], [1.5097, -4.6477, 0.7291], [3.9411, 0.8948, 0.8619], [-3.8505, -0.3094, 0.8467], [0.5910, 4.0183, -2.7940], [-2.9538, -2.0984, 2.3167], [-1.2187, 1.6625, -0.9176], [-0.7635, 2.9124, 0.2088], [4.9402, 0.6785, -0.6061], [4.5040, 2.3473, -2.2118], [2.9655, 3.8467, -3.3667], [-1.2656, 3.3522, -1.4488], [-4.0301, 0.8639, 2.1665], [-0.6995, 0.1847, 0.7528], [-3.0582, 1.2827, 0.7592], [-1.6054, -1.7734, 3.4189], [3.5855, -0.4051, -0.2620], [-3.1899, -1.0459, 3.7286]], "nbo_charge": [1.41, -0.28, -0.27, -0.27, -0.28, -0.82, -0.62, -0.56, -0.86, -0.62, -1.01, -0.21, -0.24, -0.24, -0.22, 0.40, -0.67, -0.69, 0.34, -0.62, -0.61, 0.12, 0.34, 0.76, 0.03, 0.13, 0.25, 0.42, 0.26, 0.82, -0.30, -0.21, 0.26, -0.31, -0.03, 0.19, -0.20, -0.05, 0.20, 0.26, 0.30, 0.20, 0.23, 0.21, 0.23, 0.27, 0.23, 0.23, 0.23, 0.24, 0.25, 0.52, 0.20, 0.21, 0.25, 0.24], "lumo_energy_ha": -0.1339, "orbital_gap_ev": 5.6617}

Entry 5:
{"formula": "C19H53B3N6O9", "method": "the ωB97M-V functional and the def2-TZVPD basis", "species": ["O", "O", "O", "O", "O", "O", "O", "O", "O", "N", "N", "N", "N", "N", "N", "C", "C", "C", "C", "C", "C", "C", "C", "C", "C", "C", "C", "C", "C", "C", "C", "C", "C", "C", "B", "B", "B", "H", "H", "H", "H", "H", "H", "H", "H", "H", "H", "H", "H", "H", "H", "H", "H", "H", "H", "H", "H", "H", "H", "H", "H", "H", "H", "H", "H", "H", "H", "H", "H", "H", "H", "H", "H", "H", "H", "H", "H", "H", "H", "H", "H", "H", "H", "H", "H", "H", "H", "H", "H", "H"], "xyz": [[-2.5857, 0.5053, 2.6274], [0.5611, 4.2727, 2.1537], [1.5951, -5.4759, 5.5860], [-4.9484, 6.1778, -5.8197], [5.2217, -6.9425, 2.7838], [-3.2371, -0.2962, 0.7523], [-0.6634, 2.3089, 1.7262], [-1.7975, 4.3577, -1.7525], [-1.8280, 4.2062, 2.4379], [-3.6400, 0.1381, 1.7552], [1.6582, -2.9690, 4.1096], [7.5573, -7.8995, 4.2306], [-3.1248, 1.8832, -2.5192], [2.3616, -0.2778, 2.7458], [-4.4818, 8.5873, -7.3844], [2.6612, -5.1683, 4.7051], [5.4998, -6.5936, 1.4400], [0.6442, -6.3940, 5.0841], [-2.8222, 1.8691, 3.0522], [2.3580, 1.1284, 2.3634], [-4.7209, 6.7550, -8.9694], [-5.9490, 5.3407, -6.3686], [-3.8846, 3.1219, -2.3220], [7.6330, -8.9179, 2.0206], [5.3789, -8.3125, 3.0984], [-3.9156, 7.2981, -7.7927], [-4.2622, 3.6965, -3.6830], [6.8274, -8.7748, 3.3086], [-3.7873, 6.3242, -6.6130], [1.3787, 2.0119, 3.2288], [2.3244, -4.1683, 3.5924], [-3.1482, 4.1141, -1.4115], [1.4819, -4.7505, 2.4616], [-1.5984, 5.2452, -2.8365], [-1.7658, 2.8348, 2.3762], [0.4487, 2.9046, 2.3527], [-0.6904, 4.7572, 1.8447], [8.5177, -9.5275, 2.2018], [-0.1367, -5.8869, 4.5130], [-3.8553, 2.1371, 2.8384], [7.0454, -9.3984, 1.2360], [4.8692, -8.9339, 2.3491], [-2.8993, 7.4818, -8.1543], [3.3569, 1.5184, 2.5342], [-2.9802, 1.4271, -1.6224], [4.9414, -5.6850, 1.2147], [0.1703, -6.8764, 5.9389], [-6.5418, 4.9522, -5.5408], [-1.6126, 4.7149, -3.7913], [6.7721, -9.7668, 3.7669], [2.2771, -2.5110, 4.7730], [-3.1162, 3.6844, -0.4056], [-2.6371, 1.8777, 4.1267], [3.4321, -4.7192, 5.3365], [-2.1886, 2.1399, -2.8214], [-4.5165, 7.3443, -9.8628], [-0.6096, 5.6885, -2.7190], [0.7243, 1.3048, 3.7408], [1.5410, -4.1056, 1.5846], [7.9839, -7.9560, 1.6489], [0.8703, -3.2729, 4.6769], [1.8352, -5.7439, 2.1773], [2.3938, -0.3543, 3.7553], [6.5600, -6.3741, 1.2984], [-6.6205, 5.9011, -7.0226], [-3.0268, 6.7201, -5.9341], [-4.4617, 5.7161, -9.1821], [7.0933, -7.9034, 5.1343], [-5.0294, 3.0765, -4.1478], [-4.8159, 2.8608, -1.8096], [3.0912, -6.0883, 4.2886], [-3.4168, 3.7174, -4.3703], [2.0448, 1.2177, 1.3282], [-3.4320, 5.3398, -6.9487], [1.1161, -7.1624, 4.4642], [-0.8332, 5.6121, 1.0373], [1.4876, -0.7109, 2.4670], [4.8436, -8.4514, 4.0416], [5.1871, -7.3799, 0.7470], [1.9039, 2.5534, 4.0121], [-2.3451, 6.0449, -2.8451], [-3.6955, 5.0636, -1.3335], [3.2776, -3.8556, 3.1563], [7.4509, -6.9440, 3.8998], [0.4283, -4.8221, 2.7299], [-5.7940, 6.8135, -8.7920], [-5.3447, 8.4001, -6.8804], [-4.6553, 4.7103, -3.5935], [-3.8755, 9.0146, -6.6903], [-5.5143, 4.4987, -6.9150]], "mulliken_charge": [-0.08, -0.56, -0.43, -0.38, -0.24, -0.26, -0.07, -0.30, -0.49, 0.10, -0.47, -0.74, -0.74, -0.52, -0.74, -0.32, -0.80, -0.62, -0.58, -0.74, -1.43, -0.77, 0.46, -1.41, -0.78, 0.28, -1.51, 0.36, -0.56, -0.41, 0.21, -0.36, -1.57, -0.84, 0.59, 0.16, 0.54, 0.35, 0.22, 0.37, 0.34, 0.42, 0.43, 0.28, 0.23, 0.25, 0.27, 0.29, 0.25, 0.40, 0.29, -0.02, 0.31, 0.36, 0.34, 0.35, 0.33, 0.26, 0.35, 0.30, 0.24, 0.31, 0.19, 0.25, 0.28, 0.27, 0.34, 0.27, 0.49, 0.43, 0.18, 0.14, 0.48, 0.41, 0.26, -0.11, 0.20, 0.35, 0.36, 0.31, 0.36, 0.41, 0.34, 0.32, 0.38, 0.30, 0.33, 0.30, 0.28, 0.35], "lumo_energy_ha": 0.0026, "orbital_gap_ev": 9.0823}